No. 1
19
Properties=species:S:1:pos:R:3:forces:R:3 method="wB97M-V/def2-TZVPD" homo_lumo_gap_ev=9.836 spin_multiplicity=1 e_homo_ev=-9.1093 smiles="C/C=C(/C)O.O.O" charge=0 relative_energy_kj_mol=111.2
C -1.176546 -0.066709 -1.126207 -0.5826 -0.3365 -0.0872
C -1.036889 -0.487459 0.300021 -1.1928 0.1739 0.4773
C -0.440720 -1.543310 0.827691 0.7169 -1.1570 -1.3539
C -0.340581 -2.005064 2.235257 -0.1812 1.3739 0.4855
O 0.222567 -2.460082 -0.067312 -0.7262 0.6769 0.7514
H -1.038043 1.005222 -1.268076 0.6811 -0.0611 0.0350
H -0.593161 -0.694828 -1.794115 0.2041 0.3427 -0.1508
H -2.232775 -0.163788 -1.411409 0.0492 -0.3400 0.0102
H -1.766250 -0.003325 0.936961 0.4182 0.4720 0.4965
H -0.745491 -1.229939 2.888549 -0.0888 0.0298 0.0366
H -0.864524 -2.922582 2.490403 0.2175 -0.2631 -0.3717
H 0.719329 -2.042013 2.469821 0.1286 -0.4948 0.1590
H -0.562194 -2.857816 -0.460487 0.4109 -0.3803 -0.4959
O 3.215872 0.807712 -1.037670 0.1969 0.3183 0.0130
H 3.052222 -0.081832 -1.346154 -0.1176 -0.3069 -0.0456
H 2.592207 0.950000 -0.321939 -0.1226 -0.0247 0.0344
O 0.302349 4.241101 -0.890978 0.0095 0.6384 -0.3647
H -0.296891 4.634972 -1.537805 -0.2471 -0.3683 0.0695
H 0.989518 4.919739 -0.886550 0.2258 -0.2931 0.3013

***

No. 2
57
Properties=species:S:1:pos:R:3:forces:R:3 method="wB97M-V/def2-TZVPD" homo_lumo_gap_ev=8.446 spin_multiplicity=1 e_homo_ev=-7.8739 smiles="CCn1c(SCC(=O)N/N=C/c2ccc(C)o2)nnc1-c1ccc(C(C)(C)C)cc1" charge=0 relative_energy_kj_mol=212.1
C 0.688349 2.042705 1.774267 0.0568 -0.0435 -0.2092
C 0.870971 1.542692 0.343824 0.0218 0.5411 0.2100
N 0.838236 0.104981 0.270330 -0.1490 -0.8164 -0.0954
C -0.286320 -0.668683 0.290581 0.0321 -0.0584 -0.0051
S -1.884937 -0.018198 0.503778 -0.3566 0.1509 0.0405
C -2.781185 -1.605457 0.572158 0.3596 0.0291 0.0796
C -4.286517 -1.385777 0.601075 0.3308 0.0791 -0.0443
O -4.987708 -1.881914 1.452904 -0.2356 -0.0479 0.0941
N -4.722869 -0.609827 -0.428893 0.2964 0.1101 -0.2004
N -5.966670 -0.169305 -0.742042 -0.6555 0.2204 -0.1744
C -7.000232 -0.487203 -0.058461 0.5587 -0.5058 0.5708
C -8.281138 0.020234 -0.442291 -0.2983 0.9906 -1.2867
C -8.682991 0.842967 -1.470506 0.4746 -0.5785 0.6695
C -10.075112 0.995568 -1.331983 -0.3187 -0.3377 0.5472
C -10.438947 0.261607 -0.233797 -0.4173 0.5761 -0.6727
C -11.762069 0.038004 0.403068 0.3375 -0.1666 0.1145
O -9.358803 -0.328576 0.305318 0.0563 -0.2507 0.3294
N 0.005505 -1.930775 0.127441 -1.0509 0.1935 0.0904
N 1.332817 -2.013109 -0.009271 1.2571 -0.1431 -0.0644
C 1.846703 -0.812422 0.079953 -0.4489 -0.1511 0.0286
C 3.269501 -0.544303 -0.026820 0.4662 0.0916 -0.1093
C 4.031822 -1.354557 -0.864906 -0.2028 0.1097 0.0673
C 5.394583 -1.165345 -0.984223 0.0806 0.0331 0.0493
C 6.051208 -0.166908 -0.271828 -0.0491 -0.0446 -0.0163
C 7.548770 0.074020 -0.367752 0.2111 0.0409 -0.0200
C 8.239664 -0.886472 -1.339097 -0.1511 0.1446 0.1541
C 7.795286 1.508863 -0.855443 -0.0205 -0.1720 0.0484
C 8.173880 -0.118518 1.021449 -0.0625 0.0152 -0.1629
C 5.281930 0.627204 0.575034 0.0257 0.0379 -0.0016
C 3.919321 0.446754 0.703870 -0.0480 -0.0866 -0.0532
H 0.758337 3.126580 1.793640 -0.0063 0.1253 0.0465
H -0.288318 1.750393 2.151727 -0.0452 -0.0009 0.0896
H 1.449807 1.629099 2.431970 0.0475 -0.0157 0.0551
H 1.824170 1.879151 -0.071251 -0.1938 -0.0314 -0.0354
H 0.058421 1.928571 -0.281264 0.1895 -0.0087 -0.0453
H -2.478105 -2.183564 -0.301670 -0.0647 -0.0582 0.0775
H -2.473461 -2.132337 1.474470 -0.1589 -0.0102 -0.1386
H -4.032496 -0.234907 -1.068631 -0.1364 -0.1657 0.2356
H -6.989462 -1.127234 0.819694 0.1982 -0.0092 -0.0478
H -8.045115 1.270104 -2.215324 0.1992 0.0692 -0.1438
H -10.727358 1.570614 -1.957267 -0.1988 0.0956 -0.0804
H -12.523585 0.610042 -0.117841 -0.0271 0.0249 -0.0236
H -11.734503 0.342812 1.448394 -0.0805 0.0325 0.0635
H -12.024060 -1.019097 0.371692 -0.0924 -0.0457 0.0082
H 3.535609 -2.138043 -1.415757 -0.0433 -0.0716 -0.0661
H 5.941302 -1.816873 -1.645640 0.0969 -0.0551 -0.0722
H 8.120676 -1.918948 -1.019331 -0.0035 -0.1461 -0.0241
H 7.845359 -0.776290 -2.346622 -0.0289 -0.0467 -0.1347
H 9.304695 -0.665636 -1.369671 0.0888 0.0208 0.0000
H 7.339245 1.657874 -1.832082 -0.0340 0.0535 -0.1029
H 8.863496 1.695600 -0.941591 0.1335 0.0411 -0.0065
H 7.377400 2.239832 -0.168751 -0.0432 0.1072 0.0644
H 7.773654 0.591350 1.739956 -0.0338 0.0714 0.1070
H 7.973795 -1.123411 1.387226 0.0037 -0.0979 0.0727
H 9.251356 0.021911 0.969046 0.1357 0.0271 0.0096
H 5.750080 1.403497 1.161585 0.0802 0.0677 0.0552
H 3.375999 1.060638 1.405540 -0.0829 0.0656 0.0588